No. 1
{"formula": "C7H21NO2", "method": "ωB97M-V/def2-TZVPD", "species": ["C", "C", "C", "C", "C", "N", "C", "C", "H", "H", "H", "H", "H", "H", "H", "H", "H", "H", "H", "H", "H", "H", "H", "H", "H", "O", "H", "H", "O", "H", "H"], "xyz": [[-1.23998, -3.40179, 0.19334], [-1.00750, -1.92703, 0.53875], [0.46485, -1.55449, 0.23828], [0.86247, -0.19182, 0.84408], [1.04168, 0.99306, -0.14248], [0.00785, 2.01358, -0.03725], [0.26426, 3.17786, -0.85470], [-1.32889, 1.51818, -0.27714], [-0.49563, -3.73506, -0.53462], [-1.24227, -4.02442, 1.09088], [-2.16519, -3.65907, -0.33530], [-1.59568, -1.41024, -0.22046], [-1.27502, -1.62073, 1.54493], [1.09648, -2.32068, 0.59971], [0.51734, -1.50186, -0.84448], [0.13041, 0.09243, 1.59871], [1.80910, -0.31785, 1.35509], [1.09650, 0.52557, -1.13471], [1.97138, 1.50617, 0.08949], [1.31807, 3.38702, -0.93415], [-0.12346, 4.05315, -0.34156], [-0.10903, 3.21282, -1.88370], [-1.48700, 1.11868, -1.29166], [-2.03926, 2.32984, -0.13620], [-1.58680, 0.74412, 0.42973], [2.09577, -1.53142, -2.74312], [1.21135, -1.92420, -2.75629], [2.55080, -2.05926, -2.07386], [-0.52536, 2.22096, 2.98502], [0.34450, 1.79975, 2.98608], [-0.56174, 2.48674, 2.04759]], "forces_ev_per_a": [[-0.3, -0.6, 0.2], [0.4, -0.4, -1.6], [-1.6, 1.4, 0.2], [0.1, 0.2, -0.2], [-0.3, -0.7, 0.3], [-0.2, -0.3, -0.2], [0.3, 0.9, 0.3], [-0.3, 0.1, -0.1], [0.3, -0.1, 0.4], [0.4, -0.2, -0.2], [-0.2, 0.6, 0.3], [-0.3, 0.6, 0.5], [-0.3, -0.2, 0.1], [0.8, -0.9, 0.3], [0.4, -0.1, -0.1], [0.0, 0.0, 0.1], [0.2, 0.0, 0.2], [0.1, 0.4, -0.3], [0.2, -0.1, -0.2], [0.6, -0.2, 0.1], [-0.4, 0.2, 0.0], [-0.3, -0.6, 0.0], [0.2, 0.0, -0.1], [-0.1, 0.1, 0.0], [0.0, -0.2, 0.2], [-0.2, -0.3, 0.1], [0.2, 0.2, -0.2], [0.1, 0.2, -0.1], [0.3, 0.0, -0.5], [-0.1, 0.0, 0.3], [-0.1, 0.0, 0.1]], "smiles": "CCCCCN(C)C.O.O", "largest_force_ev_per_a": 2.11, "e_above_lowest_kcal_mol": 12.50, "homo_ev": -8.8, "homo_lumo_gap_ha": 0.350, "charge": 0}

No. 2
{"formula": "C7H21NO4P2Ti", "method": "ωB97M-V/def2-TZVPD", "species": ["Ti", "H", "H", "P", "P", "C", "H", "H", "H", "C", "H", "H", "H", "C", "H", "H", "H", "C", "H", "H", "H", "C", "H", "H", "H", "C", "H", "H", "H", "C", "O", "H", "O", "N", "O", "O"], "xyz": [[0.00147, -0.11106, -0.09112], [-0.37647, 1.50901, 0.24063], [0.86123, 1.06459, 0.77329], [-1.87548, 0.86050, -1.27246], [2.24483, -0.83187, 0.45234], [2.28737, -2.44944, 1.29949], [3.33293, -2.76405, 1.41859], [1.80179, -2.34884, 2.28005], [1.73537, -3.19253, 0.70836], [3.18366, -1.12341, -1.08352], [3.25563, -0.17803, -1.63722], [4.18434, -1.50113, -0.83245], [2.63866, -1.84695, -1.70456], [3.32250, 0.23717, 1.45416], [2.84284, 0.36658, 2.43473], [4.31649, -0.22341, 1.53392], [3.36803, 1.21390, 0.95548], [-1.62838, 0.65392, -3.07168], [-2.49107, 1.06350, -3.61613], [-0.70931, 1.17808, -3.36465], [-1.50006, -0.41210, -3.30327], [-3.46294, 0.00483, -0.97239], [-3.74190, 0.13981, 0.08170], [-4.23438, 0.42929, -1.63008], [-3.35320, -1.07015, -1.17126], [-2.26687, 2.62652, -1.07886], [-1.35016, 3.18632, -1.30332], [-3.08847, 2.89771, -1.75527], [-2.52555, 2.78383, -0.02232], [-1.02872, -1.58473, 0.89982], [-1.62838, -2.39611, 1.54457], [0.16686, -1.10733, -1.44070], [-2.07655, 1.44566, 3.46140], [-1.07781, 0.74166, 3.34200], [-0.25353, 0.70819, 4.25647], [-0.87476, 0.03008, 2.21426]], "forces_ev_per_a": [[-0.6, -0.6, 0.9], [1.4, 0.8, 0.7], [-0.6, 1.7, -0.2], [-0.5, -0.1, -0.5], [0.4, -0.4, 0.1], [0.1, 0.0, 0.1], [-0.3, -0.1, 0.1], [0.2, 0.0, -0.2], [0.2, 0.2, 0.1], [0.2, -0.1, 0.1], [0.1, -0.2, 0.1], [-0.1, 0.1, -0.2], [0.2, 0.2, 0.2], [0.0, -0.2, -0.1], [0.3, 0.0, -0.2], [-0.2, 0.3, 0.2], [0.2, -0.2, 0.2], [-0.1, 0.1, -0.1], [0.3, -0.1, 0.0], [-0.2, -0.1, 0.0], [-0.1, 0.3, 0.1], [0.0, 0.1, 0.1], [0.0, 0.0, -0.3], [0.1, -0.1, 0.2], [0.0, 0.3, 0.0], [-0.1, -0.3, -0.1], [-0.3, 0.0, 0.0], [0.2, 0.2, 0.3], [0.0, 0.1, -0.3], [-4.1, -5.7, 4.1], [3.1, 3.8, -3.8], [0.1, -0.6, -0.8], [0.0, -0.7, -1.1], [0.3, 0.6, 0.2], [0.2, -0.8, -1.2], [0.0, 1.4, 1.5]], "largest_force_ev_per_a": 8.12, "homo_ev": [-7.6, -8.8], "homo_lumo_gap_ha": [0.265, 0.266], "spin_multiplicity": 3, "s_squared": 2.009, "charge": 0}

No. 3
{"formula": "C7H22IN2O7", "method": "ωB97M-V/def2-TZVPD", "species": ["I", "C", "C", "O", "O", "H", "H", "H", "H", "H", "H", "C", "C", "O", "O", "H", "H", "H", "H", "H", "H", "C", "C", "O", "O", "H", "H", "H", "H", "H", "H", "C", "O", "N", "N", "H", "H", "H", "H"], "xyz": [[1.46842, -1.36016, 1.02023], [-3.04533, -3.30555, -0.26684], [-1.64805, -2.83985, -0.61623], [-0.74020, -3.87973, -0.33788], [-4.00766, -2.35146, -0.72971], [-3.14349, -3.43746, 0.81213], [-3.20499, -4.27687, -0.75045], [-1.40802, -1.95522, -0.01129], [-1.59193, -2.50999, -1.65956], [0.00378, -3.52334, 0.16899], [-4.69038, -2.80818, -1.22284], [3.04685, 2.91489, 1.95888], [3.41800, 2.13537, 0.72469], [2.27884, 1.87394, -0.08916], [2.80537, 4.28649, 1.56254], [3.91161, 2.92118, 2.63485], [2.15702, 2.51142, 2.43464], [3.86464, 1.16811, 0.98897], [4.16382, 2.66551, 0.13300], [1.89026, 1.05198, 0.25575], [2.07790, 4.62752, 2.08661], [0.53201, -0.51971, -2.75375], [1.95631, -0.13074, -3.08592], [2.92116, -0.87506, -2.38517], [-0.33957, 0.14699, -3.66338], [0.25366, -0.28793, -1.72109], [0.44365, -1.61606, -2.79937], [2.05609, 0.95273, -2.92918], [2.12624, -0.31147, -4.15094], [2.65029, -0.95693, -1.45586], [-1.08673, 0.50500, -3.18205], [-2.18558, 1.01400, 2.84259], [-1.66181, 0.85454, 3.94024], [-1.74445, 0.40692, 1.69822], [-3.29585, 1.81439, 2.70725], [-2.23137, 0.65232, 0.85398], [-0.81632, 0.01089, 1.60552], [-3.63150, 2.14993, 1.82541], [-3.55268, 2.28157, 3.55621]], "forces_ev_per_a": [[0.1, 0.0, 0.1], [-0.1, -0.3, -0.4], [0.2, 0.6, 0.5], [-0.1, -0.3, -0.1], [0.0, 0.1, 0.1], [0.0, 0.0, 0.0], [0.0, 0.0, 0.1], [0.0, -0.1, -0.1], [-0.1, -0.3, -0.1], [0.0, 0.2, -0.1], [0.0, 0.0, 0.0], [0.6, 0.9, -0.4], [-0.5, -0.9, -0.2], [0.2, 0.3, 0.0], [0.0, -0.2, 0.2], [-0.2, -0.2, 0.2], [0.1, -0.3, 0.1], [0.1, 0.1, 0.3], [-0.1, 0.3, 0.0], [0.0, 0.0, -0.1], [0.0, 0.0, 0.0], [-0.2, -0.5, 0.4], [-0.1, 0.5, -0.1], [0.0, -0.2, 0.1], [-0.1, -0.1, -0.3], [0.3, 0.3, 0.0], [-0.1, 0.1, -0.4], [0.1, -0.1, 0.1], [0.0, 0.0, 0.0], [0.0, 0.1, 0.0], [0.0, -0.1, 0.1], [1.0, -0.5, 0.4], [-0.3, 0.1, -0.4], [-0.8, 0.5, 0.0], [-0.2, -0.2, 0.1], [0.2, -0.2, -0.2], [0.0, -0.1, 0.3], [0.0, 0.0, 0.0], [-0.1, 0.1, -0.1]], "largest_force_ev_per_a": 1.21, "e_above_lowest_kcal_mol": 0.00, "homo_ev": -5.2, "homo_lumo_gap_ha": 0.287, "charge": -1}